No. 1
ORCA calculation (ωB97M-V with the def2-TZVPD basis set) on a structure of composition C41H52N11NiO2PSSe.

Last column: Löwdin charge in e.
CARTESIAN COORDINATES (ANGSTROEM)
Ni: -0.2356 -0.5159 -1.3304  0.386
C: -0.2915 -3.9730 4.1735  -0.082
O: -0.1115 -5.1962 3.4879  -0.081
C: 0.9195 -5.2780 2.6008  -0.270
C: 1.0490 -6.4892 1.9199  0.004
C: 2.0637 -6.6534 0.9999  -0.032
C: 2.9306 -5.6038 0.7037  -0.297
C: 2.8248 -4.4154 1.4139  -0.010
C: 1.8299 -4.2503 2.3637  0.003
N: 3.9836 -5.8853 -0.2225  0.068
N: 4.3670 -5.0380 -1.0337  0.074
C: 3.6255 -3.8408 -1.2237  -0.267
C: 4.3269 -2.6548 -1.2446  -0.022
C: 3.6980 -1.4064 -1.3040  0.007
C: 2.3087 -1.3324 -1.3717  -0.338
O: 1.6144 -0.2364 -1.3919  -0.149
C: 1.5955 -2.5676 -1.4887  -0.119
N: 0.2601 -2.4197 -1.6997  0.074
C: -0.4671 -3.4916 -1.9277  -0.098
C: 0.0867 -4.7802 -1.9696  -0.016
C: 1.4232 -4.9456 -1.7295  0.013
C: 2.2265 -3.8214 -1.4502  -0.107
H: -1.1792 -4.0988 4.7874  0.093
H: -0.4438 -3.1461 3.4739  0.081
H: 0.5624 -3.7462 4.8173  0.099
H: 0.3549 -7.2882 2.1395  0.119
H: 2.1942 -7.5957 0.4842  0.116
H: 3.5198 -3.6038 1.2406  0.122
H: 1.7775 -3.3193 2.9084  0.073
H: 5.4044 -2.7114 -1.1580  0.117
H: 4.2809 -0.4960 -1.2974  0.107
H: -1.5240 -3.3520 -2.1079  0.076
H: -0.5500 -5.6216 -2.1995  0.111
H: 1.8692 -5.9295 -1.7766  0.119
Se: -2.7596 -1.0774 -3.1685  1.182
N: -2.1467 -0.9221 -1.5000  -0.306
C: -2.8680 -1.7140 -0.7152  -0.361
C: -2.6754 -1.8543 0.6890  -0.006
C: -3.4959 -2.7017 1.3605  -0.062
C: -4.5276 -3.4397 0.6979  -0.069
C: -4.7440 -3.3222 -0.6363  -0.017
C: -3.9046 -2.4483 -1.3894  -0.392
N: -3.9740 -2.2690 -2.7020  -0.213
H: -1.8952 -1.2772 1.1675  0.104
H: -3.3831 -2.8256 2.4302  0.104
H: -5.1455 -4.1019 1.2884  0.105
H: -5.5226 -3.8686 -1.1485  0.116
N: -0.6256 1.1361 -0.6630  -0.228
P: 0.4020 2.0171 0.0990  0.601
N: 1.2205 1.3553 1.4078  -0.191
C: 1.4200 -0.0774 1.5713  -0.211
C: 1.4273 -0.4224 3.0544  -0.175
C: 2.6569 0.1917 3.7343  -0.185
C: 3.0329 1.5175 3.0558  -0.178
C: 1.8099 2.1952 2.4518  -0.223
N: 1.5680 2.7480 -0.8765  -0.189
C: 2.9924 2.5067 -0.6613  -0.213
C: 3.8133 3.3890 -1.5908  -0.175
C: 3.5617 3.0343 -3.0646  -0.192
C: 2.1800 2.3967 -3.2385  -0.178
C: 1.1811 3.0102 -2.2698  -0.229
N: -0.2744 3.3493 0.8846  -0.201
C: -1.2975 3.0507 1.8903  -0.225
C: -2.6723 3.4711 1.4026  -0.193
C: -2.7358 4.9943 1.2485  -0.187
C: -1.3550 5.5434 0.8624  -0.180
C: -0.5692 4.5239 0.0515  -0.215
H: 2.3597 -0.4119 1.1113  0.112
H: 0.6096 -0.6072 1.0553  0.085
H: 1.4030 -1.5064 3.1940  0.068
H: 0.5111 -0.0227 3.4993  0.115
H: 3.5000 -0.5005 3.6723  0.106
H: 2.4587 0.3465 4.7970  0.105
H: 3.7567 1.3361 2.2568  0.106
H: 3.5124 2.1938 3.7661  0.111
H: 2.0750 3.1655 2.0330  0.105
H: 1.0779 2.4008 3.2461  0.110
H: 3.2425 1.4520 -0.8309  0.092
H: 3.2523 2.7354 0.3719  0.092
H: 4.8723 3.2955 -1.3403  0.107
H: 3.5375 4.4299 -1.4009  0.111
H: 4.3338 2.3540 -3.4313  0.102
H: 3.6347 3.9392 -3.6729  0.103
H: 2.2226 1.3239 -3.0420  0.094
H: 1.8220 2.5235 -4.2620  0.112
H: 0.1871 2.5926 -2.4367  0.049
H: 1.1144 4.0941 -2.4480  0.112
H: -1.0592 3.5746 2.8259  0.113
H: -1.2673 1.9810 2.1063  0.101
H: -3.4562 3.1097 2.0734  0.112
H: -2.8146 2.9923 0.4387  0.062
H: -3.0663 5.4562 2.1818  0.104
H: -3.4771 5.2576 0.4896  0.101
H: -0.7819 5.7810 1.7622  0.111
H: -1.4452 6.4720 0.2964  0.109
H: 0.3734 4.9476 -0.2946  0.107
H: -1.1481 4.2482 -0.8432  0.116
C: -5.0071 4.0314 -3.9316  -0.044
N: -4.6543 3.2065 -2.7985  -0.130
C: -5.3564 3.0883 -1.6112  -0.056
C: -4.6712 2.2377 -0.8213  -0.098
N: -3.5620 1.8366 -1.5365  0.048
C: -3.5429 2.4275 -2.7577  -0.848
S: -2.3793 2.2237 -3.9314  0.552
H: -5.9967 4.4490 -3.7622  0.088
H: -5.0055 3.4280 -4.8381  0.081
H: -4.2806 4.8351 -4.0532  0.091
H: -6.2737 3.6199 -1.4412  0.117
H: -4.8623 1.9053 0.1805  0.115
H: -2.7372 1.3523 -1.1833  0.064

**HOMO-LUMO gap (spin up / spin down)**: 5.8 / 5.8 eV
**Spin multiplicity**: 1


No. 2
ORCA calculation (ωB97M-V with the def2-TZVPD basis set) on a structure of composition C41H52N4O6S2Si2Ti.

Last column: Löwdin charge in e.
CARTESIAN COORDINATES (ANGSTROEM)
Ti: 1.6663 0.3937 -0.2849  0.996
O: 5.3399 -0.5072 2.1749  -0.305
S: 4.8299 -0.4376 0.8298  0.499
O: 5.0428 -1.6003 0.0040  -0.297
O: 3.4112 0.0354 0.8127  -0.442
C: 5.7849 0.8630 0.0246  -0.193
C: 7.0348 1.1066 0.5806  -0.060
C: 7.9027 2.0118 -0.0118  -0.088
C: 7.5311 2.6822 -1.1667  -0.090
C: 6.2808 2.4618 -1.7244  -0.063
C: 5.4082 1.5567 -1.1413  -0.207
S: 3.7306 1.5819 -1.7491  0.519
O: 3.7468 2.2875 -2.9970  -0.272
O: 3.0391 2.2564 -0.6335  -0.361
O: 3.2374 0.1911 -1.8244  -0.355
H: 7.2997 0.5756 1.4854  0.106
H: 8.8737 2.1967 0.4325  0.095
H: 8.2076 3.3957 -1.6233  0.095
H: 5.9524 2.9887 -2.6110  0.106
C: -2.4010 -1.9692 4.6978  -0.200
Si: -1.8095 -1.7013 2.9170  0.432
C: -3.3002 -0.8523 2.1452  -0.185
C: -1.6818 -3.4213 2.1721  -0.174
C: -0.2295 -0.8301 2.6690  -0.286
C: -0.2166 0.5143 2.2792  -0.351
C: -1.2239 1.4455 2.7296  -0.053
C: -0.9726 2.7742 2.7972  -0.098
C: 0.2703 3.2754 2.3389  -0.117
C: 1.0893 2.4062 1.6930  -0.178
N: 0.8416 1.0690 1.5581  -0.030
Si: 1.3369 -1.5597 3.2898  0.457
C: 2.5199 -0.2196 3.8413  -0.177
C: 2.2167 -2.9202 2.3369  -0.158
C: 0.9512 -2.4409 4.9309  -0.210
H: -3.4527 -2.2892 4.6954  0.018
H: -2.3319 -1.0314 5.2669  0.025
H: -1.8160 -2.7217 5.2326  0.000
H: -4.0354 -1.6111 1.8641  0.019
H: -3.0260 -0.2882 1.2460  0.011
H: -3.7855 -0.1664 2.8488  0.023
H: -2.6652 -3.9077 2.1261  0.019
H: -1.0103 -4.0581 2.7638  0.022
H: -1.2656 -3.3629 1.1574  0.019
H: -2.1333 1.0402 3.1520  0.075
H: -1.7068 3.4458 3.2296  0.093
H: 0.5335 4.3215 2.4133  0.088
H: 1.9993 2.7649 1.2377  0.092
H: 2.9463 0.3531 3.0142  -0.002
H: 3.3530 -0.6761 4.3902  0.032
H: 1.9865 0.4702 4.5055  0.035
H: 3.1810 -2.5848 1.9377  0.015
H: 1.6147 -3.2722 1.4950  0.013
H: 2.4023 -3.7655 3.0092  0.024
H: 0.4065 -1.7850 5.6208  0.022
H: 1.8977 -2.7367 5.4044  0.022
H: 0.3548 -3.3534 4.7858  0.011
C: -5.2667 -3.7372 -0.4438  -0.111
C: -4.0706 -3.0560 -1.1143  -0.207
C: -4.3682 -1.6530 -1.6197  -0.162
C: -5.5888 -1.4092 -2.2491  -0.069
C: -5.9466 -0.1395 -2.6752  -0.106
C: -5.0850 0.9190 -2.4268  -0.061
C: -3.8611 0.7233 -1.7973  -0.158
C: -2.9737 1.9097 -1.4886  -0.191
C: -3.6281 2.8788 -0.4965  -0.087
C: -3.4683 -0.5776 -1.4445  -0.174
N: -2.1652 -0.7437 -0.9028  0.122
C: -1.4679 -1.6575 -1.4592  -0.129
C: -0.1132 -2.1124 -1.2373  -0.308
C: 0.2876 -3.3277 -1.7677  -0.073
C: 1.6471 -3.5081 -1.4544  -0.086
C: 2.0177 -2.3705 -0.7690  -0.199
N: 0.9678 -1.5061 -0.6126  -0.027
H: -4.9627 -4.7030 -0.0317  0.066
H: -6.0871 -3.9193 -1.1420  0.052
H: -5.6551 -3.1268 0.3738  0.072
H: -3.7290 -3.6880 -1.9393  0.111
H: -3.2500 -3.0133 -0.4037  0.082
H: -6.2761 -2.2333 -2.4086  0.093
H: -6.8928 0.0246 -3.1799  0.087
H: -5.3586 1.9241 -2.7346  0.105
H: -2.7356 2.4410 -2.4152  0.114
H: -2.0388 1.5519 -1.0763  0.077
H: -4.5658 3.2816 -0.8893  0.056
H: -2.9589 3.7171 -0.2779  0.062
H: -3.8477 2.3685 0.4467  0.072
H: -1.9325 -2.2424 -2.2625  0.119
H: -0.3622 -4.0078 -2.3028  0.094
H: 2.2883 -4.3416 -1.6983  0.084
H: 3.0066 -2.1322 -0.4182  0.068
C: 0.2746 4.0485 -1.1391  -0.043
C: 0.1567 3.3439 -2.4598  -0.225
C: -0.1652 4.0627 -3.6055  -0.081
C: -0.2927 3.4403 -4.8388  -0.120
C: -0.0664 2.0744 -4.9113  -0.078
C: 0.2616 1.3243 -3.7869  -0.202
C: 0.5157 -0.1521 -3.9434  -0.028
C: 0.3537 1.9512 -2.5272  -0.270
N: 0.6099 1.2041 -1.3763  -0.043
H: -0.0435 5.0904 -1.2300  0.071
H: 1.3035 4.0226 -0.7770  0.067
H: -0.3349 3.5585 -0.3773  0.061
H: -0.3200 5.1347 -3.5209  0.094
H: -0.5603 4.0088 -5.7226  0.081
H: -0.1336 1.5667 -5.8683  0.096
H: 0.8180 -0.3733 -4.9689  0.074
H: -0.3841 -0.7305 -3.7284  0.071
H: 1.2904 -0.5035 -3.2692  0.059

**HOMO-LUMO gap**: 5.8 eV
**Total charge**: -2
**Spin multiplicity**: 1


Looking at max |F| for the records above, in order, we have 0.697, 1.815 eV/A.
Looking at E for the records above, in order, we have -190360.68273, -122154.94326 eV.